[1]
The following is a DFT calculation (ωB97M-V with the def2-TZVPD basis set) of a 3-piece molecular cluster, C2H9NO overall at a distorted geometry.

Properties
SMILES: [H][H].C1CO1.N
LUMO energy in eV: 1.072
DFT total energy in eV: -5754.549
ΔE to the lowest compared entry with this formula, charge and spin in kJ/mol: 286.92

```
! wB97M-V def2-TZVPD RIJCOSX def2/J DEFGRID3
* xyz 0 1
N -0.7029 2.2842 0.0627
H -1.5406 2.4588 0.5936
H -2.5240 -1.4440 -6.2990
H -0.8889 2.4036 -0.9280
H -0.3583 1.3370 0.1496
C 0.9908 -0.7055 1.2200
O -0.3136 -0.8241 0.5589
C 0.8349 -0.8152 -0.2415
H 0.9252 0.2053 1.7905
H 1.6222 -1.5285 1.5636
H 1.0830 0.0652 -0.8397
H 0.9571 -1.7019 -0.8651
H -2.4069 -2.1051 -5.9661
*
```

---

[2]
The following is a DFT calculation (ωB97M-V with the def2-TZVPD basis set) of C4H6O3V as an isolated structure at a distorted geometry.

Properties
<S²>: 3.7851
LUMO energy (spin up / spin down) in eV: -9.735 / -9.413
DFT total energy in eV: -36047.928
ΔE to the lowest compared entry with this formula, charge and spin in kJ/mol: 778.96

```
! wB97M-V def2-TZVPD RIJCOSX def2/J DEFGRID3
* xyz 2 4
C 0.9402 3.9537 -0.4937
C 0.9405 2.6665 -0.6592
O 1.0223 5.0320 -1.1598
H 2.0236 3.1312 0.0583
H 0.8755 2.1921 -1.6407
H 0.1843 5.5224 -1.2305
O -0.1908 1.2622 0.2305
C -0.7825 0.2674 -0.2010
O -0.7535 -0.8550 0.5605
V -1.2455 -1.0823 -1.6411
C -1.0469 -0.7893 1.9684
H -0.1265 -0.5258 2.5013
H -1.8217 -0.0371 2.1545
H -1.4123 -1.7831 2.2366
*
```

---

[3]
The following is a DFT calculation (ωB97M-V with the def2-TZVPD basis set) of C22H14BrN4O7RuS as an isolated structure at a distorted geometry.

Properties
<S²>: 0.7547
LUMO energy (spin up / spin down) in eV: 3.477 / 3.477
DFT total energy in eV: -126799.977
ΔE to the lowest compared entry with this formula, charge and spin in kJ/mol: 0.00

```
! wB97M-V def2-TZVPD RIJCOSX def2/J DEFGRID3
* xyz -2 2
Ru 1.2284 0.1438 0.5619
N 1.0177 3.9601 2.6597
C 1.0285 2.6614 2.1987
S 2.0145 2.3423 0.7968
N 0.3057 1.8085 2.8434
N 0.3228 0.5158 2.3327
C -0.4570 -0.2771 2.9256
C -0.6621 -1.6769 2.6335
C -1.4815 -2.4017 3.5060
C -1.6839 -3.7572 3.3810
C -1.0429 -4.4431 2.3437
C -0.2587 -3.7606 1.4483
C -0.0671 -2.3596 1.5331
O 0.6260 -1.7839 0.6059
H 1.7966 4.5134 2.3463
H 0.7819 4.0556 3.6352
H -1.0001 0.1593 3.7629
H -1.9665 -1.8593 4.3134
H -2.3201 -4.2849 4.0811
H -1.1599 -5.5163 2.2447
H 0.2307 -4.2739 0.6299
O 5.6976 -1.4002 -4.5815
C 4.5217 -1.0355 -4.7861
O 3.9156 -0.8233 -5.8603
C 3.6856 -0.7545 -3.5018
C 2.3729 -0.3232 -3.6051
C 1.6485 -0.0521 -2.4571
N 2.1711 -0.1955 -1.2374
C 3.4258 -0.6434 -1.1233
C 4.2075 -0.9302 -2.2272
C 3.9036 -0.8363 0.3019
O 5.0158 -1.2801 0.5256
O 3.0458 -0.4958 1.2165
H 1.9365 -0.1958 -4.5857
H 0.6282 0.3021 -2.5011
H 5.2169 -1.2865 -2.0800
Br -7.1858 2.0909 -1.5029
C -5.2986 1.9854 -1.2446
C -4.7670 0.8910 -0.5929
C -3.3881 0.8143 -0.4248
C -2.5596 1.8175 -0.9030
C -3.1211 2.9097 -1.5453
C -4.4962 3.0033 -1.7244
C -1.0495 1.7373 -0.7550
O -0.3686 2.6717 -1.1327
O -0.6664 0.6485 -0.1806
H -5.4182 0.1102 -0.2225
H -2.9362 -0.0298 0.0805
H -2.4532 3.6825 -1.9039
H -4.9375 3.8524 -2.2292
*
```

---

[4]
The following is a DFT calculation (ωB97M-V with the def2-TZVPD basis set) of a 6-piece molecular cluster, C30H33F3O6 overall at a distorted geometry.

Properties
SMILES: COC(=O)OC.COC(=O)OC.Fc1ccccc1.Fc1ccccc1.Fc1ccccc1.c1ccccc1
LUMO energy in eV: 0.609
DFT total energy in eV: -52080.034

```
! wB97M-V def2-TZVPD RIJCOSX def2/J DEFGRID3
* xyz 0 1
C 4.7100 -6.8241 5.5442
O 4.3224 -7.3192 4.2739
C 5.0985 -8.2033 3.6009
O 6.1873 -8.6610 3.9420
O 4.4518 -8.5155 2.4372
C 5.0998 -9.3269 1.3980
H 3.8633 -6.4450 6.1165
H 5.5166 -6.1022 5.4169
H 5.1396 -7.6688 6.0827
H 4.5672 -9.3283 0.4470
H 5.2461 -10.3404 1.7716
H 6.1031 -9.0775 1.0527
C -3.2897 -4.7276 -1.7510
O -4.4240 -5.4624 -1.1649
C -5.6235 -5.0687 -1.5723
O -5.9197 -4.0789 -2.1960
O -6.5871 -5.8488 -0.9827
C -7.9856 -5.5761 -1.1912
H -2.4528 -5.2360 -1.2721
H -3.2304 -3.6850 -1.4386
H -3.2205 -4.6820 -2.8378
H -8.2705 -6.2332 -2.0129
H -8.2229 -4.5260 -1.3617
H -8.4251 -6.0515 -0.3143
F -1.0274 12.6871 -2.1166
C -1.4973 11.6104 -1.6199
C -2.6016 11.6051 -0.7599
C -3.0045 10.3906 -0.1944
C -2.4223 9.2249 -0.7307
C -1.2741 9.2333 -1.4933
C -0.8396 10.4095 -1.9562
H -3.1115 12.5368 -0.5643
H -3.8404 10.2469 0.4742
H -2.8114 8.2523 -0.4677
H -0.7611 8.3498 -1.8435
H 0.0818 10.5617 -2.4986
F -8.0779 -0.8808 7.1880
C -6.7916 -1.1180 7.0484
C -5.8422 -0.3650 7.6980
C -4.4952 -0.6595 7.4779
C -4.1475 -1.6846 6.5873
C -5.1133 -2.3758 5.9114
C -6.4281 -2.1209 6.1466
H -6.1547 0.2880 8.4995
H -3.6655 -0.1768 7.9727
H -3.1241 -1.9122 6.3278
H -4.8569 -3.1503 5.2037
H -7.1950 -2.7229 5.6819
F 5.2506 5.6133 -6.5019
C 5.5914 4.6231 -7.3132
C 5.6433 4.9165 -8.6424
C 6.0063 3.9635 -9.5653
C 6.5406 2.7378 -9.1092
C 6.5768 2.4341 -7.7644
C 6.0900 3.3697 -6.8645
H 5.4613 5.9417 -8.9291
H 6.0443 4.1751 -10.6237
H 6.9397 2.0836 -9.8703
H 6.9180 1.4638 -7.4350
H 6.0598 3.2319 -5.7938
C 2.2469 -0.2521 1.6015
C 2.5528 -0.7121 0.3297
C 2.2581 0.1126 -0.7480
C 1.5664 1.2524 -0.5176
C 1.2344 1.7004 0.7482
C 1.5655 0.9256 1.8178
H 2.7088 -0.8207 2.3951
H 3.0699 -1.6444 0.1566
H 2.4972 -0.2831 -1.7240
H 1.2943 1.9446 -1.3006
H 0.9002 2.7193 0.8768
H 1.3308 1.2624 2.8167
*
```